(1)
{"formula": "C2H5NO", "method": "ωB97M-V with the def2-TZVPD basis set", "e_above_lowest_ev": 2.589, "multiplicity": 1, "smiles": "C#N.CO", "molar_mass_g_mol": 59.07, "total_energy_ev": -5690.6402, "elements": ["C", "N", "H", "C", "O", "H", "H", "H", "H"], "positions_angstrom": [[0.46, 2.33, -2.14], [0.49, 2.83, -3.18], [0.51, 1.88, -1.21], [-0.43, -1.36, 1.29], [-0.14, -0.22, 0.47], [-0.07, -1.45, 2.36], [0.13, -2.24, 0.91], [-1.54, -1.29, 1.50], [0.58, -0.48, 0.00]]}

---

(2)
{"formula": "C4H6FNO2", "method": "ωB97M-V with the def2-TZVPD basis set", "e_above_lowest_ev": 4.529, "multiplicity": 1, "smiles": "N=C=C(F)CO.C=O", "molar_mass_g_mol": 119.09, "total_energy_ev": -12543.5616, "elements": ["N", "C", "C", "F", "C", "O", "H", "H", "H", "H", "C", "O", "H", "H"], "positions_angstrom": [[-0.33, -1.11, 2.16], [0.06, -0.80, 1.04], [0.02, -0.43, -0.23], [1.06, -0.28, -1.01], [-1.23, -0.55, -0.99], [-1.13, -1.68, -1.81], [-0.85, -0.31, 2.73], [-2.17, -0.68, -0.39], [-1.24, 0.35, -1.79], [-0.18, -1.89, -1.86], [1.48, 1.82, 0.49], [1.06, 1.61, 1.59], [0.86, 2.39, -0.30], [2.61, 1.56, 0.35]]}